(1)
Entry from OMol25: a molecular structure, C20H19Cl2O3Sn at a distorted geometry (wB97M-V/def2-TZVPD).

Results
- Kohn-Sham gap: 6.392 eV
- ΔE to the lowest compared entry with this formula, charge and spin: 0.0000 eV
- DFT total energy: -2133.83211 a.u.
- M: 496.99 g/mol
- Net charge: -1

Each line ends with the Löwdin charge.
Cartesian coordinates (Å):
H: 2.6130 -4.6934 -8.1172  0.0952
H: -2.7285 0.9895 -1.3301  0.0937
C: 3.2313 -5.5550 -6.2574  -0.1025
H: -1.9238 -2.4245 0.7453  0.0953
H: 3.0343 -4.0057 -3.2320  0.1239
C: -1.0343 -1.8888 1.0915  -0.2369
O: -2.0889 2.0785 3.3731  -0.0347
H: 2.7420 0.0396 -3.6066  0.1099
C: -0.8959 2.3650 3.2657  -0.8022
H: -0.6132 0.7590 -3.0852  0.0890
Sn: 0.0630 0.1747 0.1600  1.4556
C: 0.0601 2.5133 -0.2715  -0.2660
C: 2.3243 -3.1527 -5.0843  -0.1710
C: 1.1501 -1.3828 1.6853  -0.2858
H: -2.0239 2.5457 0.6555  0.1103
H: 1.8365 -2.5765 -7.0982  0.1046
C: -0.5861 1.1957 -2.0816  -0.2477
C: 2.6886 -4.5602 -7.0506  -0.0992
H: 0.6280 3.2138 0.3375  0.0962
H: 0.6913 -3.1169 0.3176  0.0939
C: -1.7179 1.3422 -1.1958  -0.2202
H: 3.5684 -6.4789 -6.6951  0.0946
H: 0.6199 -0.0156 3.3633  0.1155
C: 2.8468 -1.0580 -3.5908  -0.0841
C: 0.3426 -2.2262 0.8630  -0.2848
H: -1.9503 -0.3809 2.5257  0.1004
C: 0.2820 -0.5669 2.4741  -0.2546
H: 1.4966 2.0943 -1.9037  0.0834
C: -1.3323 2.1611 -0.1007  -0.2229
H: -1.1992 4.3773 4.0166  0.0519
C: 2.2329 -3.3738 -6.4846  -0.0333
O: 0.0519 1.8137 2.6316  -0.1872
H: 2.2300 -1.3653 1.8368  0.0954
C: 3.3358 -5.3439 -4.8895  -0.0878
O: 1.7117 -1.7537 -3.0428  -0.0657
H: 3.8289 -1.5067 -3.4277  0.1107
C: 1.9013 -1.8549 -4.4906  -0.2156
C: -0.4204 3.6214 4.1216  -1.0579
Cl: 1.0586 4.3256 3.4867  0.5632
H: 1.2366 -1.2144 -5.0827  0.1409
C: -1.0747 -0.8380 2.0728  -0.2097
H: 3.7531 -6.1102 -4.2574  0.0982
C: 2.9080 -4.1598 -4.3109  -0.0320
C: 0.5121 1.9147 -1.5003  -0.2950
Cl: -0.3101 3.0363 5.7707  0.5746

(2)
Entry from OMol25: a molecular structure, C6H15NO2 at a distorted geometry (wB97M-V/def2-TZVPD).

Results
- Kohn-Sham gap: 8.060 eV
- ΔE to the lowest compared entry with this formula, charge and spin: 5.5657 eV
- DFT total energy: -442.67666 a.u.
- M: 133.19 g/mol

Each line ends with the Löwdin charge.
Cartesian coordinates (Å):
C: 0.8527 -1.3825 0.8516  -0.4260
H: 1.0950 0.8819 -2.5570  0.0815
C: 2.1275 -0.6187 0.9338  -0.0169
H: -1.3833 0.8552 -1.8426  0.0921
O: 0.8591 -2.3250 -0.1256  0.0459
H: -2.2882 2.5143 1.5674  0.0711
H: -1.0213 -1.9103 1.6638  0.0731
H: 0.0930 -0.3255 -3.3729  0.0765
H: 0.0243 -0.9591 2.7391  0.0842
H: -2.6549 1.5263 0.1215  0.0614
H: 0.0507 -2.8505 -0.0825  0.1175
H: 2.9653 -1.3157 1.0044  0.0924
C: 0.5104 -0.0274 -2.4099  -0.0979
H: -1.0730 -0.6620 -1.0307  0.0930
C: -1.9083 2.1673 0.6056  -0.1373
H: -0.6441 0.3405 1.3902  0.1287
H: 2.2676 -0.0170 0.0376  0.0808
C: -0.2183 -1.1791 1.7065  -0.0376
N: -0.6382 1.4930 0.8341  -0.2165
H: -1.7532 3.0353 -0.0386  0.0761
H: 1.1717 -0.8163 -2.0566  0.0544
H: 2.1076 0.0674 1.7747  0.0930
C: -0.5883 0.2383 -1.4151  -0.1551
O: 0.0466 1.2697 -0.2987  -0.2344

(3)
Entry from OMol25: C3H6FNO in the gas phase at a distorted geometry (wB97M-V/def2-TZVPD).

Results
- Kohn-Sham gap: 10.964 eV
- SMILES: C=NOCCF
- ΔE to the lowest compared entry with this formula, charge and spin: 2.9862 eV
- DFT total energy: -347.67833 a.u.
- M: 91.08 g/mol

Each line ends with the Löwdin charge.
Cartesian coordinates (Å):
H: -2.5444 0.8966 0.6060  0.1257
H: -0.2232 1.8552 0.1757  0.1297
H: -1.2764 -0.0845 1.5346  0.1272
H: 3.3964 -0.3212 0.6640  0.0356
F: -2.0421 -0.9213 -0.1346  -0.0461
H: 2.3789 -1.4690 -0.4709  0.1156
C: -0.5839 0.9036 -0.3035  -0.1723
N: 1.6626 0.3880 0.2240  -0.0257
H: -0.9645 1.0873 -1.3333  0.1271
O: 0.5355 0.0088 -0.4834  -0.1845
C: 2.5275 -0.5261 0.1573  -0.0262
C: -1.6619 0.2127 0.5354  -0.2062

(4)
Entry from OMol25: a molecular structure, C26H26N3O8S2Ti (wB97M-V/def2-TZVPD).

Results
- 2S+1: 3
- Kohn-Sham gap (spin up / spin down): 3.295 / 4.420 eV
- DFT total energy: -3418.22539 a.u.
- M: 620.51 g/mol
- Net charge: -1

Each line ends with the Löwdin spin population.
Cartesian coordinates (Å):
H: 1.0325 5.1670 -1.1389  0.0001
N: -1.6395 0.8417 2.8416  0.0126
O: -4.2486 -5.3196 -2.1183  0.0466
H: -4.2435 -3.0104 -1.4988  0.0005
C: 3.4368 -3.2066 2.9244  0.0009
C: 2.7899 -1.0991 1.2795  0.0028
H: -0.1282 1.3013 -1.3973  0.0047
C: -0.9524 -3.9919 -1.5996  0.1676
H: -3.2929 0.4469 5.4707  0.0016
C: -0.6054 1.4278 -3.4876  0.0019
H: -1.7384 4.2200 -5.0381  0.0001
H: -0.7160 -0.8039 -0.9770  -0.0016
H: 2.3909 -2.1361 4.4646  0.0001
C: -3.4315 -0.6373 -0.5830  0.0060
C: -3.3291 1.2737 4.7646  0.0062
C: -0.4759 1.9283 -2.2028  0.0067
H: 4.3255 -4.0927 1.1845  0.0001
C: 3.8131 -3.2305 1.5893  0.0008
H: -1.1635 1.8651 -5.5095  0.0000
C: -3.1747 -2.9608 -1.3474  0.0169
O: 1.4666 -1.4000 -1.2116  0.1067
H: 3.6776 -4.0439 3.5675  0.0001
C: -0.8021 3.2480 -1.9439  0.0015
Ti: -1.0563 0.3847 0.8080  0.9153
H: 1.7943 -0.2388 2.9692  0.0000
C: -1.0515 2.2567 -4.5070  0.0002
H: 1.0657 5.0966 0.6268  0.0001
S: 2.3515 0.2182 0.1729  0.0166
C: -1.1507 -1.7409 -0.5239  -0.0030
H: -0.3479 -4.8045 -1.9692  0.0154
C: 3.4781 -2.1768 0.7505  0.0011
C: 0.9884 4.4921 -0.2810  0.0004
C: -2.6161 -1.8045 -0.8847  0.0087
N: -3.0037 -5.2563 -2.0603  0.0284
N: 1.0112 -2.6506 -1.2386  0.3112
H: 2.9582 3.8372 -0.8021  0.0000
C: 2.4359 2.8576 1.0522  0.0008
H: -4.3318 1.3417 4.3452  0.0000
C: -0.3552 -2.8435 -1.1763  -0.0348
O: -4.6193 -0.4974 -0.8105  0.0050
C: -2.3860 1.0402 3.6835  0.0303
C: -1.2637 4.0817 -2.9531  0.0003
H: -3.0886 2.2034 5.2758  0.0017
C: -1.3743 3.5824 -4.2426  0.0007
C: 3.3153 1.6120 0.9704  0.0050
O: -0.8125 2.7589 0.6773  0.0133
C: -0.9219 -1.6823 1.0100  -0.0123
H: 0.0650 -2.0780 1.2615  -0.0013
O: -2.2978 -6.2349 -2.3585  0.0198
C: 2.3845 -1.0714 2.6051  0.0013
H: 4.1554 1.7714 0.2891  0.0001
H: -0.3625 0.3901 -3.6787  0.0008
H: 3.7106 1.3221 1.9428  0.0002
H: 3.6609 -2.2177 -0.3163  -0.0002
O: 1.8241 -3.5952 -1.4985  0.2662
H: -1.5536 5.1021 -2.7260  0.0000
H: 2.9505 3.6282 1.6365  0.0004
O: 0.9600 0.6843 0.5845  0.0095
S: -0.7371 3.9038 -0.2870  0.0026
H: -1.6954 -2.2415 1.5382  0.0029
H: 1.7400 2.6028 -0.9810  0.0003
C: -2.3843 -4.0814 -1.6329  0.0211
C: 2.7141 -2.1333 3.4310  0.0004
C: 2.0684 3.4133 -0.3282  0.0003
O: -2.7308 0.3744 0.0142  -0.0113
H: 1.5180 2.6062 1.5789  0.0001

(5)
Entry from OMol25: 4 unconnected molecules or ions with the total composition C39H72F4N7O12S at a distorted geometry (wB97M-V/def2-TZVPD).

Results
- Kohn-Sham gap: 5.803 eV
- DFT total energy: -3612.53281 a.u.
- M: 939.10 g/mol
- Net charge: +1

Each line ends with the Löwdin charge.
Cartesian coordinates (Å):
C: -1.5817 1.2746 -4.9582  -0.2037
O: -1.2733 -5.0013 -3.5603  -0.1731
O: -3.2310 3.7880 -2.5678  -0.1913
H: 6.3056 3.4701 0.0833  0.1020
H: -2.9589 5.8463 2.3289  0.1204
F: 2.4165 -0.9127 -1.4367  0.1013
H: 1.9050 -9.3203 -2.5547  0.1232
C: 0.6663 -5.4129 -2.0761  -0.2107
H: 0.3385 -2.5900 3.3405  0.1289
H: 4.6931 4.6472 0.9637  0.1101
H: 3.3008 5.5610 0.4349  0.1219
H: 4.5469 2.5864 -1.4208  0.0663
H: -2.6643 1.4389 -5.0094  0.1047
C: 6.3759 3.3656 -1.0059  -0.2081
C: -1.1575 -1.4375 -0.2336  -0.0217
H: -5.2748 4.0255 1.4651  0.1151
C: -1.6494 -6.2396 -4.1438  -0.0899
H: -1.6508 0.8028 -2.3054  0.0908
H: -0.7674 4.8904 -7.0489  0.0905
H: 0.6529 -1.9952 7.4286  0.1332
O: 0.0674 -9.3285 -3.5695  -0.1965
C: -2.7671 0.4649 3.3392  -0.1327
H: 1.2868 -8.3441 -4.9362  0.0773
N: -2.5699 0.2416 0.9403  0.1989
H: 0.9693 -5.2601 -1.0341  0.1086
C: -3.1793 3.3399 1.7248  -0.1694
H: -3.7510 0.4970 5.3463  0.1353
C: 3.5256 2.3665 1.0236  -0.1089
H: -3.4799 2.1091 -1.4842  0.0950
H: -0.9849 3.0144 -4.0951  0.0697
C: 0.1732 0.0673 7.9838  -0.5016
H: -1.6200 -2.4109 4.9515  0.1371
H: -1.7736 -1.2084 -1.1371  0.1397
C: -3.2987 1.2058 4.5971  -0.1155
H: -0.7996 -6.6912 -4.6602  0.0729
O: 6.4001 0.9766 -0.5945  -0.1976
C: 7.0525 2.0332 -1.2989  -0.2068
H: 0.8759 -0.8742 0.5692  0.1587
H: 3.6140 1.7110 0.1527  0.0698
F: 1.3118 -2.8224 -1.2617  0.1021
N: 2.6471 2.7123 5.7786  0.0280
H: 0.6076 -1.7452 5.1222  0.1061
C: -0.8257 -5.0878 -2.2175  -0.2231
O: -1.4208 3.0014 -6.6507  -0.1954
C: -4.0417 5.7480 2.0118  -0.2443
H: 5.3755 -0.7685 -0.8415  0.0857
C: -1.8825 -0.7388 3.5888  -0.0209
F: 0.6827 -1.2809 -2.7668  0.1542
O: 0.1968 0.6170 -0.6538  -0.0105
H: -2.8263 3.7354 2.7083  0.0652
H: -1.4629 -5.7627 -1.6347  0.1119
H: 3.9243 3.5649 4.1757  0.1474
C: -3.3077 4.3013 -3.8897  -0.0873
H: -1.3736 1.0150 -7.0690  0.1228
H: -4.7821 4.9456 3.6864  0.0723
H: -3.7892 1.8824 -3.1908  0.1146
H: -2.3623 3.2271 0.9600  0.1257
C: -0.0952 -1.2198 7.1292  -0.0702
H: -0.5385 -7.7365 -1.6251  0.1030
C: 3.8366 4.6198 0.2812  -0.2148
H: -4.2933 6.6611 1.4191  0.1274
H: -3.8002 3.6103 -4.5782  0.0929
F: -2.4172 -3.9176 1.7993  0.0806
H: -4.3993 1.8018 0.7907  0.1350
H: 0.2707 0.0699 5.2861  0.0803
C: 4.2544 4.5756 -1.1926  -0.1944
S: -0.7993 2.3749 3.9861  1.0151
C: 0.2869 -0.7835 -0.3877  -0.2362
H: 2.8685 1.8699 1.7434  0.0705
C: -0.3754 3.9599 -6.6378  -0.1112
H: -0.0336 4.1542 -5.6162  0.0760
H: 8.0775 2.0762 -0.9193  0.1228
H: -4.8034 1.9553 2.5226  0.1311
H: -4.0071 2.0415 4.3986  0.1060
H: -2.3115 4.5560 -4.2578  0.0731
O: -0.8265 0.9243 8.4387  0.0758
C: 0.8347 2.6047 4.7038  -0.6152
O: 1.7191 3.1175 3.8320  -0.0379
C: 0.5490 -7.8336 -1.7239  -0.2091
C: -1.7435 -0.8017 1.0751  -0.1182
O: -0.6912 -4.9801 2.8006  0.1996
H: -1.1160 -2.5396 -0.0568  0.1038
H: 3.3430 4.5659 -1.7974  0.1190
H: -1.4022 0.2064 -4.8004  0.1205
N: -0.9818 2.0292 -3.8591  -0.0363
N: 1.1107 -6.7360 -2.5094  -0.0441
H: -2.3584 2.8312 5.8030  0.1059
C: -0.9882 1.6891 -6.2982  -0.2085
H: 4.8480 0.5419 -1.9085  0.0718
H: 0.5077 -9.9701 -1.6943  0.1217
H: 0.8485 -6.8576 -3.4802  0.0700
H: -1.6831 0.5658 8.1275  0.0997
N: 1.3484 2.3328 5.9190  0.0640
C: -1.6722 1.8608 -2.5829  -0.2073
H: -2.4141 -6.0395 -4.8963  0.0906
C: -0.3656 -2.6381 2.4658  -0.0083
H: 4.5041 2.5042 1.4914  0.0930
H: 0.8574 1.0940 -0.1184  0.1126
H: 0.4654 3.6331 -7.2556  0.0896
O: 1.3044 0.3061 8.2962  0.1143
H: -2.2893 -0.9657 5.7820  0.1046
C: 0.8566 -9.3328 -4.7483  -0.1111
H: 7.1075 1.8393 -2.3742  0.1244
C: -0.0766 -0.9591 5.5424  -0.1322
C: 2.9525 3.1848 4.5497  -0.0491
C: 5.7212 0.0693 -1.4480  -0.1151
O: -4.8305 5.7894 3.2088  -0.0832
H: 0.3047 -2.6071 1.5572  0.1247
C: -1.5391 -1.2888 5.0100  -0.1319
H: 1.2235 -4.6879 -2.6727  0.1105
H: -4.1945 4.5596 0.0821  0.1132
C: -2.0125 1.8891 5.2892  -0.3729
H: 1.6530 -10.0793 -4.6856  0.0893
C: -3.1137 2.3749 -2.4828  -0.2147
N: 5.0572 3.4354 -1.6322  -0.0508
H: 4.7851 5.5006 -1.4414  0.1213
H: 0.1024 1.6003 -6.2985  0.1233
H: 6.3886 -0.3149 -2.2240  0.0917
H: -2.0621 -6.9385 -3.4117  0.0914
H: 0.2075 -9.5871 -5.5865  0.0903
H: 0.9888 -7.8196 -0.7218  0.1221
C: -1.1600 -3.9833 2.3935  -0.3983
H: -1.5098 1.2256 6.0314  0.0488
N: -3.0144 0.7900 2.0402  -0.0642
H: -3.8861 5.2264 -3.8597  0.0910
C: -1.3291 -1.4140 2.3898  -0.0114
C: 1.1485 -1.4725 -1.5039  -0.4631
C: -3.9392 1.9600 1.8090  -0.1105
O: 2.9221 3.5932 0.6541  -0.1882
C: -4.2569 4.4067 1.1874  -0.1359
C: 0.8345 -9.1799 -2.3768  -0.2106
H: -1.0772 2.3915 -1.8359  0.1080
H: 6.9996 4.1780 -1.3902  0.1256
H: -1.1059 -1.6153 7.4496  0.1186
H: -0.9783 -4.0894 -1.7925  0.0916

(6)
Entry from OMol25: a molecular structure, C6H6F8IO7P at a distorted geometry (wB97M-V/def2-TZVPD).

Results
- Kohn-Sham gap: 8.749 eV
- DFT total energy: -2196.96019 a.u.
- M: 499.97 g/mol

Each line ends with the Löwdin charge.
Cartesian coordinates (Å):
C: 0.7454 0.7738 -2.9648  -0.4391
H: 0.9147 -1.0961 -4.1034  0.1462
F: 1.9617 1.3562 -3.1721  0.1075
H: -3.5219 0.1435 -3.8918  0.1769
C: 0.4614 -0.1077 -4.1955  -0.0444
C: -1.7388 -1.0904 -4.0138  -0.5229
O: 2.1122 1.8741 4.6679  -0.1544
O: -0.8865 -0.1888 -4.6477  0.0452
I: 0.7848 -0.3638 2.4177  1.1568
F: -0.1508 1.7833 -2.9298  0.1336
F: -2.3025 -1.8302 -4.9906  0.1509
O: -0.2112 0.7269 5.3494  -0.0634
F: -1.0189 -1.9458 -3.2614  0.1362
H: 0.9872 0.3653 -5.0256  0.1506
H: 2.8908 -0.2548 6.6930  0.1066
C: -0.5323 -0.5688 4.9396  -0.7563
F: -3.5693 -1.3087 -2.5277  0.1025
O: 1.3613 1.7020 7.0683  -0.2479
C: -2.8500 -0.3961 -3.2206  -0.2782
F: -2.3511 0.4828 -2.3283  0.0961
H: 1.5065 1.9650 3.9093  0.0126
O: -1.5415 -1.0186 5.3000  0.2074
O: 2.1637 -0.4486 6.0738  -0.1072
O: 0.2488 -1.3258 4.1053  -0.5347
F: 1.0297 0.9619 -0.6204  0.0365
F: -0.3226 -0.5932 -1.3104  0.0805
P: 1.3788 0.9471 5.8122  0.4271
H: 1.6405 -0.6621 -1.5973  0.1759
C: 0.8158 0.0557 -1.6168  -0.3007

Number 1 is which compound? C20H19Cl2O3Sn

What is the M in the fourth record? 620.51 g/mol